Entry from the OMol25 dataset: a molecular structure, C11H23F5NO3P2TeW at a distorted geometry (ωB97M-V with the def2-TZVPD basis set).

Geometry as ORCA input:
```
! RIJCOSX wB97M-V def2-TZVPD def2/J DEFGRID3
* xyz 3 3
W 0.723 0.596 0.124
P 0.434 0.180 -2.249
C -0.379 -1.414 -2.139
C -0.210 -2.168 -0.840
N 0.120 -1.462 0.261
C 0.076 -1.980 1.505
C -0.110 -3.341 1.656
C -0.346 -4.122 0.533
C -0.427 -3.529 -0.718
C 0.245 -1.024 2.670
P -0.362 0.687 2.349
H -0.601 -4.082 -1.639
H -0.097 -3.743 2.659
H -0.497 -5.187 0.626
H -0.355 -1.388 3.519
H 1.302 -0.968 2.989
H -1.450 -1.221 -2.283
H 0.019 -2.023 -2.970
H -3.477 -0.177 -1.653
O -3.792 -1.078 -1.865
H -4.067 -1.021 -2.795
H -2.015 1.581 -0.236
O -2.810 1.835 -0.722
H -3.512 1.713 -0.070
C -2.134 0.703 2.733
H -2.313 0.349 3.761
H -2.495 1.738 2.635
H -2.678 0.063 2.022
C 0.493 1.771 3.515
H 0.088 2.783 3.364
H 0.300 1.448 4.551
H 1.575 1.800 3.312
C 2.095 -0.165 -2.836
H 2.012 -0.534 -3.869
H 2.688 0.758 -2.799
H 2.582 -0.917 -2.202
C -0.381 1.309 -3.378
H 0.199 2.250 -3.428
H -0.412 0.846 -4.383
H -1.406 1.528 -3.027
F 4.756 1.911 0.077
Te 3.178 2.920 0.250
F 3.433 2.548 2.208
F 3.067 2.646 -1.744
F 0.201 2.560 0.024
F 4.258 4.531 0.171
O 2.480 0.490 0.331
*
```

- Orbital gap (alpha / beta): 7.57 / 3.23 eV
- Energy above the lowest of the compared OMol25 structures with the same formula, charge and spin: 0.000 eV
- DFT total energy: -60667.6906 eV

These are the natural (NBO) partial charges, in e, on atoms 1 to 8: 1.609 1.080 -0.813 0.286 -0.581 0.251 -0.202 -0.032

***

Entry from the OMol25 dataset: a molecular structure, C11H23FeNO5 at a distorted geometry (ωB97M-V with the def2-TZVPD basis set).

Geometry as ORCA input:
```
! RIJCOSX wB97M-V def2-TZVPD def2/J DEFGRID3
* xyz 2 5
Fe 7.367 9.567 7.059
C 5.787 11.455 8.989
C 7.242 11.691 9.205
O 7.892 11.288 8.035
C 9.109 11.877 7.516
C 9.058 11.870 6.019
O 8.818 10.519 5.567
C 8.172 10.410 4.246
C 6.755 10.958 4.364
O 6.169 10.192 5.476
C 4.960 10.911 5.942
C 4.506 10.282 7.208
O 5.601 10.276 8.169
H 5.367 12.314 8.469
H 5.348 11.308 9.990
H 7.678 11.136 10.044
H 7.396 12.714 9.429
H 9.970 11.441 7.959
H 9.096 12.963 7.755
H 10.013 12.233 5.672
H 8.264 12.485 5.691
H 8.143 9.312 4.045
H 8.759 10.957 3.546
H 6.248 10.751 3.405
H 6.668 11.949 4.726
H 4.226 10.882 5.131
H 5.320 11.884 6.057
H 4.329 9.227 7.097
H 3.635 10.777 7.626
C 5.965 5.685 5.532
N 6.825 5.481 6.749
C 7.218 4.037 6.933
C 7.525 6.396 7.326
O 7.409 7.636 7.157
H 6.602 5.619 4.681
H 5.350 6.600 5.669
H 5.195 4.925 5.464
H 6.323 3.565 7.331
H 8.017 3.957 7.694
H 7.615 3.626 6.027
H 8.102 5.983 8.184
*
```

- Orbital gap (alpha / beta): 11.59 / 10.20 eV
- DFT total energy: -57879.2335 eV

These are the natural (NBO) partial charges, in e, on atoms 1 to 8: 1.612 -0.089 -0.088 -0.628 -0.087 -0.094 -0.597 -0.092

***

- What is the DFT total energy in the second record?
  -57879.2335 eV

***

Copy entry 2 word for word.
Entry from the OMol25 dataset: a molecular structure, C11H23FeNO5 at a distorted geometry (ωB97M-V with the def2-TZVPD basis set).

Geometry as ORCA input:
```
! RIJCOSX wB97M-V def2-TZVPD def2/J DEFGRID3
* xyz 2 5
Fe 7.367 9.567 7.059
C 5.787 11.455 8.989
C 7.242 11.691 9.205
O 7.892 11.288 8.035
C 9.109 11.877 7.516
C 9.058 11.870 6.019
O 8.818 10.519 5.567
C 8.172 10.410 4.246
C 6.755 10.958 4.364
O 6.169 10.192 5.476
C 4.960 10.911 5.942
C 4.506 10.282 7.208
O 5.601 10.276 8.169
H 5.367 12.314 8.469
H 5.348 11.308 9.990
H 7.678 11.136 10.044
H 7.396 12.714 9.429
H 9.970 11.441 7.959
H 9.096 12.963 7.755
H 10.013 12.233 5.672
H 8.264 12.485 5.691
H 8.143 9.312 4.045
H 8.759 10.957 3.546
H 6.248 10.751 3.405
H 6.668 11.949 4.726
H 4.226 10.882 5.131
H 5.320 11.884 6.057
H 4.329 9.227 7.097
H 3.635 10.777 7.626
C 5.965 5.685 5.532
N 6.825 5.481 6.749
C 7.218 4.037 6.933
C 7.525 6.396 7.326
O 7.409 7.636 7.157
H 6.602 5.619 4.681
H 5.350 6.600 5.669
H 5.195 4.925 5.464
H 6.323 3.565 7.331
H 8.017 3.957 7.694
H 7.615 3.626 6.027
H 8.102 5.983 8.184
*
```

- Orbital gap (alpha / beta): 11.59 / 10.20 eV
- DFT total energy: -57879.2335 eV

These are the natural (NBO) partial charges, in e, on atoms 1 to 8: 1.612 -0.089 -0.088 -0.628 -0.087 -0.094 -0.597 -0.092

***

- Look up the DFT total energy of the second one.
  -57879.2335 eV